# 1
Below is a single C6H7FO molecule in a non-equilibrium geometry, with properties calculated with the ωB97M-V functional and the def2-TZVPD basis.

Computed properties:
E_LUMO: 0.9 eV
2S+1: 1
HOMO energy: -7.75 eV
Energy above the lowest of the compared OMol25 structures with the same formula, charge and spin: 27.3 kcal per mole
Gap between HOMO and LUMO: 0.3194 Ha
SMILES: C[C@@H]1OC=C/C1=C\F

```
15
Properties=species:S:1:pos:R:3:nbo_charge:R:1
C -1.08 1.50 0.43 -0.62
C -0.61 0.38 -0.48 0.08
C -0.83 -1.85 0.06 0.18
C 0.51 -1.62 0.19 -0.36
C 0.75 -0.24 -0.18 -0.14
C 1.93 0.36 -0.33 0.21
H -0.42 2.36 0.30 0.22
H -2.11 1.88 0.20 0.22
H -1.02 1.26 1.55 0.22
H -0.70 0.76 -1.49 0.20
H -1.35 -2.77 0.27 0.21
H 1.26 -2.31 0.50 0.24
H 2.14 1.31 -0.76 0.16
O -1.50 -0.77 -0.35 -0.48
F 3.03 -0.24 0.10 -0.33
```

=====

# 2
Below is a single C6H7FO2 molecule in a non-equilibrium geometry, with properties calculated with the ωB97M-V functional and the def2-TZVPD basis.

Computed properties:
E_LUMO: 0.8 eV
2S+1: 1
HOMO energy: -8.39 eV
Energy above the lowest of the compared OMol25 structures with the same formula, charge and spin: 0.0 kcal per mole
Gap between HOMO and LUMO: 0.3370 Ha
SMILES: C/C(F)=C1/CCC(=O)O1

```
16
Properties=species:S:1:pos:R:3:nbo_charge:R:1
C -0.17 0.15 -0.06 0.23
C 1.88 -1.29 -0.65 0.85
C 0.66 -0.13 1.20 -0.45
C 1.71 -1.22 0.85 -0.54
C -1.36 0.92 -0.07 0.33
C -2.20 1.26 -1.24 -0.68
O 0.60 -0.50 -1.08 -0.58
O 2.60 -1.72 -1.46 -0.48
F -1.73 1.41 1.12 -0.33
H 1.17 0.79 1.50 0.22
H 0.04 -0.44 2.04 0.23
H 1.36 -2.21 1.16 0.25
H 2.67 -1.05 1.33 0.25
H -2.17 0.45 -1.96 0.24
H -1.83 2.16 -1.73 0.23
H -3.23 1.43 -0.92 0.23
```

=====

# 3
Below is a gas-phase ion, C6H7I2N2O2 (charge +1) in a non-equilibrium geometry, with properties calculated with the ωB97M-V functional and the def2-TZVPD basis.

Computed properties:
E_LUMO: -4.2 eV
2S+1: 1
HOMO energy: -12.92 eV
Energy above the lowest of the compared OMol25 structures with the same formula, charge and spin: 32.8 kcal per mole
Gap between HOMO and LUMO: 0.3217 Ha
Net charge: +1
SMILES: [NH3+]C1=C(I)[C@@H]([N+](=O)[O-])[C@H](I)C=C1

```
19
Properties=species:S:1:pos:R:3:nbo_charge:R:1
C -1.06 0.87 -0.56 -0.30
C 0.11 1.39 -1.01 -0.12
C -0.98 -0.05 0.56 0.03
C 0.05 -0.81 0.83 -0.12
C 1.44 0.89 -0.56 -0.40
C 1.41 -0.53 -0.08 -0.17
N 1.33 -1.46 -1.31 0.54
N -2.21 -0.07 1.40 -0.72
O 2.18 -1.25 -2.15 -0.37
O 0.40 -2.12 -1.46 -0.31
I 0.04 -2.20 2.43 0.29
I 2.11 2.22 1.02 0.18
H -2.01 1.06 -0.97 0.24
H 0.19 2.06 -1.99 0.27
H 2.16 0.82 -1.41 0.31
H 2.32 -0.70 0.50 0.28
H -2.28 0.82 1.88 0.45
H -2.03 -0.89 2.03 0.46
H -3.17 -0.06 0.84 0.47
```

=====

# 4
Below is a molecular structure, C6H7I2Pd in a non-equilibrium geometry, with properties calculated with the ωB97M-V functional and the def2-TZVPD basis.

Computed properties:
E_LUMO: -6.9 eV
2S+1: 1
HOMO energy: -12.82 eV
Gap between HOMO and LUMO: 0.2167 Ha
Net charge: +1

```
16
Properties=species:S:1:pos:R:3:nbo_charge:R:1
C 2.11 1.02 1.48 -0.03
C 1.87 0.43 0.47 -0.04
C 1.24 -0.12 -0.62 -0.17
C 0.16 -1.10 -0.35 -0.35
I 0.20 -2.53 -2.00 0.29
C -1.21 -0.40 -0.27 -0.34
C -1.27 0.80 0.66 -0.65
I -2.57 -1.87 0.54 0.17
H 2.56 1.60 2.24 0.27
H 0.78 0.74 -1.22 0.19
H 0.39 -1.72 0.51 0.26
H -1.54 -0.12 -1.26 0.23
H -2.24 1.25 0.53 0.25
H -1.23 0.50 1.71 0.23
H -0.48 1.52 0.50 0.21
Pd 1.24 0.00 -2.92 0.48
```

=====

# 5
Below is a molecular structure, C6H7MnN12O3, with properties calculated with the ωB97M-V functional and the def2-TZVPD basis.

Computed properties:
E_LUMO (alpha / beta): -5.6 / -7.6 eV
2S+1: 4
HOMO energy (alpha / beta): -13.68 / -13.71 eV
Energy above the lowest of the compared OMol25 structures with the same formula, charge and spin: 3.8 kcal per mole
Gap between HOMO and LUMO (alpha / beta): 0.2960 / 0.2241 Ha
Net charge: +1

```
29
Properties=species:S:1:pos:R:3:nbo_charge:R:1
Mn 0.14 0.48 -0.86 1.38
N 0.03 -2.80 -1.67 -0.39
C 1.22 -2.24 -1.52 0.45
N 2.42 -2.84 -1.74 -0.18
N 3.31 -1.93 -1.45 0.00
N 2.71 -0.79 -1.07 0.02
N 1.42 -0.97 -1.10 -0.37
C -1.14 -2.15 -1.36 0.40
N -2.34 -2.69 -1.39 -0.23
N -3.15 -1.70 -0.99 -0.02
N -2.48 -0.62 -0.74 -0.04
N -1.19 -0.87 -0.95 -0.38
H -0.03 -3.76 -2.00 0.48
C -0.24 3.03 1.61 -0.68
C 0.01 1.60 1.93 0.46
N 0.18 0.57 1.10 -0.56
C 0.34 -0.58 1.88 -0.07
C 0.28 -0.23 3.18 -0.04
N 0.07 1.14 3.18 -0.48
H 0.09 3.28 0.61 0.26
H 0.30 3.66 2.32 0.25
H -1.30 3.25 1.69 0.26
H 0.49 -1.55 1.45 0.23
H 0.36 -0.81 4.08 0.26
H -0.02 1.71 4.00 0.45
O 0.00 0.79 -2.84 -0.45
N -0.40 1.99 -2.61 0.72
O -1.01 2.66 -3.35 -0.19
O -0.07 2.36 -1.39 -0.52
```

=====

# 6
Below is a single C6H7N molecule in a non-equilibrium geometry, with properties calculated with the ωB97M-V functional and the def2-TZVPD basis.

Computed properties:
E_LUMO: 0.9 eV
2S+1: 1
HOMO energy: -8.48 eV
Energy above the lowest of the compared OMol25 structures with the same formula, charge and spin: 165.6 kcal per mole
Gap between HOMO and LUMO: 0.3441 Ha
SMILES: C#C/C=C/[C@@H]1CN1

```
14
Properties=species:S:1:pos:R:3:nbo_charge:R:1
C 2.16 0.95 -2.61 -0.24
C 1.28 0.37 -1.95 -0.04
C 0.87 -0.35 -0.83 -0.33
C -0.09 0.10 -0.06 -0.13
C -0.58 -0.75 1.16 -0.13
C -2.03 -0.41 1.37 -0.24
H 2.81 2.00 -2.82 0.27
H 1.36 -1.32 -0.73 0.23
H -0.48 1.10 0.13 0.23
H -0.24 -1.83 1.47 0.21
H -2.73 -1.20 1.88 0.20
H -2.60 0.32 0.57 0.20
H -0.52 -0.10 2.98 0.38
N -1.04 0.23 2.00 -0.63
```

=====

# 7
Below is a single C6H7N molecule in a non-equilibrium geometry, with properties calculated with the ωB97M-V functional and the def2-TZVPD basis.

Computed properties:
E_LUMO: 1.1 eV
2S+1: 1
HOMO energy: -8.34 eV
Energy above the lowest of the compared OMol25 structures with the same formula, charge and spin: 72.3 kcal per mole
Gap between HOMO and LUMO: 0.3455 Ha
SMILES: c1[nH]cc2c1CC2

```
14
Properties=species:S:1:pos:R:3:nbo_charge:R:1
C -1.49 -0.79 0.04 -0.40
C -1.56 0.75 -0.11 -0.41
C -0.09 0.79 0.07 -0.12
C 1.24 1.19 0.06 -0.06
C 1.27 -1.12 -0.02 -0.09
C 0.00 -0.71 0.01 -0.09
H -1.69 -1.03 1.18 0.21
H -1.83 -1.51 -0.69 0.22
H -1.96 1.05 -1.08 0.22
H -2.38 1.15 0.58 0.21
H 1.62 2.17 0.05 0.21
H 3.01 0.02 0.17 0.40
H 1.89 -2.02 -0.18 0.21
N 1.96 0.05 -0.09 -0.50
```

=====

# 8
Below is a single C6H7N molecule in a non-equilibrium geometry, with properties calculated with the ωB97M-V functional and the def2-TZVPD basis.

Computed properties:
E_LUMO: 0.4 eV
2S+1: 1
HOMO energy: -8.20 eV
Energy above the lowest of the compared OMol25 structures with the same formula, charge and spin: 118.0 kcal per mole
Gap between HOMO and LUMO: 0.3175 Ha
SMILES: C1=C[C@H]2C=C[C@@H]1N2

```
14
Properties=species:S:1:pos:R:3:nbo_charge:R:1
C -0.52 -1.01 0.36 -0.16
C -1.28 -0.16 -0.61 -0.18
C -0.75 1.15 -0.48 -0.21
C 0.44 1.03 0.37 -0.16
C 1.48 0.13 -0.33 -0.30
C 0.78 -0.97 -0.59 -0.13
H 0.62 -0.43 1.64 0.33
H -0.90 -1.90 0.71 0.21
H -1.96 -0.85 -1.31 0.23
H -1.14 1.98 -1.02 0.22
H 0.60 2.03 0.75 0.23
H 2.15 0.44 -1.20 0.23
H 0.99 -1.68 -1.31 0.20
N -0.18 -0.09 1.35 -0.53
```